No. 1
Formula: C48H43GaN2O2P2S2
Source: the Open Molecules 2025 dataset
Level of theory: ωB97M-V/def2-TZVPD

The geometry in XYZ format:
```
100
Properties=species:S:1:pos:R:3
Ga -0.2397 0.1048 -0.3872
O 3.5291 -0.6214 -1.6992
S 2.5439 0.0676 -0.7864
C 3.1171 -0.3249 0.8880
C 4.4905 -0.6075 1.0758
C 4.9798 -0.8769 2.3186
C 4.1103 -1.0264 3.4055
C 2.7290 -0.8272 3.2199
C 2.2461 -0.4454 1.9863
P 0.4483 -0.2003 1.9559
C -0.2890 -1.7266 2.5344
C 0.4744 -2.9586 2.6756
C -0.0488 -4.0122 3.3511
C -1.3604 -3.8898 3.8630
C -2.1638 -2.8005 3.6070
C -1.6232 -1.7466 2.8779
C 0.2266 0.9831 3.3166
C 1.3103 1.8315 3.7560
C 1.0975 2.6236 4.8925
C -0.1226 2.6626 5.5633
C -1.2338 1.9679 5.0503
C -1.0525 1.1549 3.9273
C 3.0258 1.7818 -1.0909
C 4.3749 1.9668 -1.3258
C 4.8556 3.2699 -1.5834
C 4.0353 4.3493 -1.5016
C 2.6811 4.1337 -1.2361
C 2.1515 2.8833 -1.1034
P 0.3773 2.6492 -0.9311
C -0.0355 4.0539 0.1354
C -1.2891 4.6866 0.1239
C -1.5394 5.7480 1.0020
C -0.6081 6.1594 1.9546
C 0.5653 5.4696 2.0710
C 0.8765 4.4205 1.1814
C -0.3524 3.1338 -2.5273
C -1.7389 2.9544 -2.6513
C -2.3487 3.2267 -3.9147
C -1.5387 3.4027 -5.0157
C -0.1634 3.4557 -4.9069
C 0.4350 3.3262 -3.6552
H 5.1003 -0.5195 0.1951
H 6.0448 -1.0982 2.4512
H 4.4638 -1.2111 4.4330
H 2.0834 -0.9456 4.0652
H 1.4636 -2.9556 2.1906
H 0.4657 -5.0009 3.3645
H -1.8144 -4.7334 4.3416
H -3.2239 -2.8592 3.8119
H -2.2975 -0.9882 2.5041
H 2.2994 1.9526 3.2760
H 1.9231 3.2765 5.2673
H -0.2768 3.3144 6.4464
H -2.1902 2.0169 5.5641
H -1.8781 0.4931 3.5680
H 5.0586 1.0789 -1.3736
H 5.9477 3.4135 -1.7946
H 4.3835 5.3918 -1.6724
H 1.9693 4.9648 -1.3287
H -2.0652 4.5144 -0.6408
H -2.4736 6.3230 0.9708
H -0.8297 6.9581 2.6772
H 1.3515 5.8475 2.7311
H 1.8985 3.9773 1.2129
H -2.3765 2.7449 -1.7969
H -3.4363 3.2234 -4.0026
H -2.0325 3.5193 -5.9897
H 0.4160 3.5072 -5.8186
H 1.4974 3.4233 -3.6199
C -5.0470 -0.9588 -3.1714
C -4.8846 -1.4733 -1.7474
N -3.8229 -2.4902 -1.5320
C -4.2120 -3.8972 -1.6735
C -3.8790 -4.4889 -3.0531
C -2.5341 -2.1080 -1.4251
S -2.2263 -0.3662 -1.3727
N -1.5543 -3.0049 -1.3905
C -0.2672 -2.9116 -1.1585
O 0.3787 -1.9551 -0.5739
C 0.5318 -4.1178 -1.4410
C 1.8967 -3.9567 -1.6848
C 2.6858 -5.0575 -1.9466
C 2.1071 -6.3058 -2.0788
C 0.7057 -6.4713 -1.9157
C -0.0965 -5.3495 -1.7095
H -5.4069 0.0721 -3.1967
H -5.7784 -1.5350 -3.7608
H -4.0908 -0.9200 -3.7072
H -5.8328 -1.8547 -1.4201
H -4.5798 -0.6004 -1.1412
H -5.3205 -3.8587 -1.5427
H -3.7771 -4.6057 -0.9139
H -4.2490 -3.8480 -3.8918
H -4.2325 -5.5509 -3.1202
H -2.7814 -4.4621 -3.2022
H 2.3056 -2.9151 -1.7217
H 3.7605 -4.9522 -2.0643
H 2.7417 -7.1718 -2.2406
H 0.2397 -7.4109 -1.9805
H -1.1854 -5.5053 -1.6718
```

ΔE to the lowest compared entry with this formula, charge and spin   130.76 kJ/mol
DFT total energy   -150159.560 eV
Frontier orbital gap   7.31 eV
Net charge   +2

***

No. 2
Formula: C48H43N6O5S4SnTe
Source: the Open Molecules 2025 dataset
Level of theory: ωB97M-V/def2-TZVPD

The geometry in XYZ format:
```
108
Properties=species:S:1:pos:R:3
Sn 0.4833 -0.5053 -1.6011
N 4.5561 -6.2101 1.3929
C 3.6898 -5.1482 1.3557
C 2.5979 -5.1496 0.4741
C 1.7593 -4.0578 0.3963
C 1.9957 -2.9472 1.2015
C 3.0585 -2.9385 2.1025
C 3.9042 -4.0250 2.1687
S 0.9397 -1.5654 1.1176
O 0.7137 -1.0636 2.4284
O -0.1912 -1.9301 0.2446
N 1.5787 -0.4409 0.1065
C 2.8208 0.1503 0.0367
N 3.7021 0.0291 1.0130
C 4.8603 0.6574 0.8052
C 5.1355 1.3687 -0.3502
C 4.1393 1.3990 -1.3136
N 2.9807 0.7788 -1.1347
H 4.2430 -7.0845 1.0071
H 5.1523 -6.3005 2.1979
H 2.4065 -6.0205 -0.1410
H 0.9091 -4.0715 -0.2720
H 3.2120 -2.0821 2.7438
H 4.7311 -4.0217 2.8679
H 5.5918 0.5812 1.6017
H 6.0752 1.8809 -0.4906
H 4.2682 1.9266 -2.2520
C -3.9682 2.6090 3.0809
C -3.1974 2.0448 1.9190
C -3.6561 0.9433 1.2068
C -2.9606 0.4450 0.1130
C -3.5249 -0.6957 -0.6799
O -3.6044 -0.6543 -1.8888
C -3.9640 -1.9146 0.0680
C -3.3712 -2.2766 1.2747
C -3.7401 -3.4590 1.9010
C -4.7169 -4.2666 1.3356
C -5.3160 -3.9031 0.1345
C -4.9313 -2.7368 -0.5044
C -1.7549 1.0406 -0.2741
O -1.1456 0.5366 -1.3778
C -1.2463 2.1128 0.4601
C -1.9893 2.6062 1.5313
C 0.0399 2.8017 0.1192
N 0.2577 3.4480 -0.9511
C -0.7230 3.5699 -2.0105
C -1.2847 4.9972 -2.1414
Te -0.1868 6.6055 -1.2347
C -1.0272 6.3030 0.6808
C -2.4053 6.2131 0.8562
C -2.9414 6.0263 2.1225
C -2.1077 5.9379 3.2299
C -0.7342 6.0433 3.0633
C -0.1973 6.2264 1.7949
C 1.1157 2.8231 1.1651
C 2.2427 3.6232 0.9619
C 3.2244 3.7154 1.9323
C 3.1074 2.9979 3.1187
C 2.0087 2.1782 3.3157
C 1.0178 2.0929 2.3455
H -4.9175 2.0913 3.2122
H -4.1779 3.6691 2.9317
H -3.4030 2.5168 4.0101
H -4.5854 0.4662 1.4981
H -2.6083 -1.6436 1.7111
H -3.2719 -3.7449 2.8338
H -5.0173 -5.1795 1.8338
H -6.0818 -4.5321 -0.3007
H -5.3686 -2.4450 -1.4505
H -1.5995 3.4612 2.0748
H -1.5728 2.8941 -1.8965
H -0.2117 3.2900 -2.9345
H -2.2643 5.0571 -1.6718
H -1.4112 5.2711 -3.1870
H -3.0731 6.3095 0.0084
H -4.0160 5.9686 2.2446
H -2.5279 5.7974 4.2177
H -0.0740 5.9800 3.9195
H 0.8749 6.3004 1.6765
H 2.3063 4.1947 0.0440
H 4.0801 4.3607 1.7722
H 3.8713 3.0786 3.8820
H 1.9134 1.6006 4.2261
H 0.1735 1.4408 2.5153
S 0.7698 0.1336 -3.9927
C -0.3436 -1.1918 -4.0548
N -0.6156 -1.7929 -2.9169
C -1.5694 -2.7945 -3.0270
C -2.0921 -3.5616 -1.9919
C -3.0455 -4.5070 -2.3115
C -3.4699 -4.6910 -3.6318
C -2.9557 -3.9266 -4.6622
C -1.9986 -2.9711 -4.3429
S -1.1951 -1.8288 -5.3979
H -1.7796 -3.3934 -0.9697
H -3.4832 -5.1044 -1.5229
H -4.2209 -5.4377 -3.8510
H -3.2929 -4.0631 -5.6806
C 3.4815 -2.1474 -4.2334
S 3.1514 -2.8992 -2.6477
C 4.6235 -2.3582 -1.7919
O 2.0398 -2.0773 -2.0382
H 4.3669 -2.6248 -4.6538
H 3.6286 -1.0763 -4.1046
H 2.6208 -2.3359 -4.8719
H 5.4751 -2.9191 -2.1777
H 4.4757 -2.5927 -0.7390
H 4.7586 -1.2859 -1.9343
```

ΔE to the lowest compared entry with this formula, charge and spin   0.00 kJ/mol
DFT total energy   -126113.712 eV
Frontier orbital gap   6.36 eV
Net charge   +1

***

No. 3
Formula: C48H44Cl2N10O4PW
Source: the Open Molecules 2025 dataset
Level of theory: ωB97M-V/def2-TZVPD

The geometry in XYZ format:
```
110
Properties=species:S:1:pos:R:3
W -0.8416 0.1862 0.5055
Cl -0.9367 -0.5711 -6.3725
C -0.8823 -0.9662 -4.6779
C -1.0564 0.0569 -3.7527
C -1.0197 -0.2399 -2.4021
N -1.1457 0.6772 -1.3647
C -0.5491 2.0964 -1.4793
O -1.3335 2.9998 -1.9389
C 0.8127 1.9878 -2.1867
C 1.1084 2.8760 -3.2115
C 2.3439 2.7843 -3.8285
C 3.2355 1.8120 -3.3983
C 2.8425 0.9738 -2.3646
N 1.6594 1.0534 -1.7695
C -0.7429 -1.5500 -1.9711
C -0.6099 -2.5751 -2.8952
C -0.6787 -2.2701 -4.2504
Cl -0.4701 -3.5673 -5.3945
N -0.6408 -1.6274 -0.5865
C -0.9602 -2.8084 0.0841
O -0.4306 -3.9290 -0.1254
C -2.0145 -2.5988 1.0276
C -2.7902 -3.6426 1.5864
C -3.9782 -3.3527 2.1965
C -4.4219 -2.0046 2.2358
C -3.5960 -1.0277 1.7362
N -2.3927 -1.2733 1.2032
H -1.2437 1.0713 -4.0788
H 0.3572 3.6074 -3.4766
H 2.6107 3.4584 -4.6340
H 4.2118 1.6995 -3.8523
H 3.5050 0.2000 -1.9903
H -0.4073 -3.5857 -2.5722
H -2.4796 -4.6696 1.4391
H -4.5946 -4.1488 2.5944
H -5.3754 -1.7314 2.6630
H -3.8935 0.0115 1.7717
N 2.7432 -1.2315 0.1086
C 3.0190 -1.0269 1.5110
C 3.9821 -2.0573 2.1345
C 3.6074 -3.5305 1.9096
C 3.2126 -4.2638 3.1887
N 1.9980 -3.7132 3.7838
C 0.8064 -3.8544 3.1753
N 0.6012 -4.8239 2.2738
N -0.1800 -3.0438 3.5409
C 1.7279 -0.8629 2.3236
O 1.7919 -0.9130 3.5622
O 0.6364 -0.6966 1.6890
H 1.8777 -1.7178 -0.0932
H 3.5158 -1.6528 -0.3857
H 3.5181 -0.0545 1.6343
H 4.0778 -1.8316 3.1996
H 4.9658 -1.8727 1.6963
H 4.4346 -4.0719 1.4451
H 2.7805 -3.5802 1.1942
H 3.9983 -4.1792 3.9396
H 3.0736 -5.3326 3.0165
H 2.1136 -2.7824 4.1790
H 1.4292 -5.2405 1.8822
H -0.0680 -4.6191 1.5088
H 0.1133 -2.1570 3.9378
H -1.0259 -3.0242 2.9815
N -0.2188 2.1440 0.0234
P -1.0460 3.2482 0.8847
C -0.3574 3.5528 2.5571
C 0.5832 2.6552 3.0609
C 1.1535 2.8468 4.3072
C 0.7813 3.9382 5.0829
C -0.1436 4.8420 4.5870
C -0.6964 4.6586 3.3251
C -2.8360 3.5908 0.7004
C -3.3843 4.7820 1.1583
C -4.7534 5.0154 1.0724
C -5.5812 4.0720 0.4898
C -5.0304 2.9021 -0.0247
C -3.6728 2.6627 0.0814
C -0.3594 4.8116 0.1275
C -1.0519 5.6100 -0.7785
C -0.4539 6.7247 -1.3489
C 0.8608 7.0489 -1.0453
C 1.5754 6.2444 -0.1699
C 0.9663 5.1409 0.4103
H 0.8601 1.7933 2.4700
H 1.8745 2.1277 4.6760
H 1.2120 4.0829 6.0660
H -0.4363 5.7016 5.1774
H -1.3863 5.4002 2.9506
H -2.7518 5.5524 1.5742
H -5.1631 5.9433 1.4521
H -6.6467 4.2525 0.4163
H -5.6627 2.1724 -0.5149
H -3.2512 1.7622 -0.3409
H -2.0505 5.3293 -1.0810
H -1.0118 7.3280 -2.0552
H 1.3297 7.9139 -1.4994
H 2.6095 6.4715 0.0602
H 1.5401 4.5164 1.0851
N -1.6348 1.3416 1.8130
C -2.2304 1.1649 3.0567
C -3.3221 1.9301 3.4917
C -3.8706 1.7282 4.7495
C -3.3435 0.7843 5.6195
C -2.2362 0.0464 5.2183
C -1.6879 0.2387 3.9634
H -3.7567 2.6642 2.8277
H -4.7244 2.3231 5.0538
H -3.7788 0.6356 6.5997
H -1.7950 -0.6767 5.8958
H -0.7984 -0.2895 3.6418
```

ΔE to the lowest compared entry with this formula, charge and spin   187.19 kJ/mol
DFT total energy   -109745.452 eV
<S²>   2.022
Frontier orbital gap (spin up / spin down)   5.24 / 6.72 eV
Net charge   -1
Multiplicity   3

***

No. 4
Formula: C48H44Cl5GeNO6P3RuS
Source: the Open Molecules 2025 dataset
Level of theory: ωB97M-V/def2-TZVPD

The geometry in XYZ format:
```
110
Properties=species:S:1:pos:R:3
Ru 0.2501 0.8476 -0.4825
O 4.4431 1.3179 -0.8506
S 3.0247 1.4168 -1.0666
O 2.6877 2.7438 -1.7133
O 2.2420 1.4596 0.2674
O 2.4299 0.2866 -1.8121
C -2.2403 -4.7698 4.1339
C -1.9953 -3.9376 2.8767
C -2.8893 -4.4721 1.7380
C -2.3292 -2.4679 3.1003
C -3.2508 -2.0312 4.0381
C -3.5535 -0.6836 4.1672
C -2.9213 0.2421 3.3592
C -1.9845 -0.1488 2.4017
P -1.0580 1.1921 1.4868
C -0.1049 1.8579 2.9004
C 1.2193 1.4372 2.9923
C 2.0152 1.8473 4.0531
C 1.4892 2.6708 5.0352
C 0.1656 3.0849 4.9556
C -0.6282 2.6830 3.8941
C -2.4702 2.3348 1.2322
C -3.6589 1.8184 0.7126
C -4.7143 2.6583 0.3944
C -4.5910 4.0290 0.5839
C -3.4067 4.5522 1.0806
C -2.3462 3.7109 1.3939
C -1.7218 -1.5092 2.2871
O -0.8137 -1.8872 1.3427
C -0.0577 -3.0050 1.6056
C 1.1986 -3.0279 1.0143
C 2.0301 -4.0964 1.3380
C 1.5925 -5.1099 2.1784
C 0.3069 -5.0768 2.6992
C -0.5462 -4.0152 2.4224
P 1.6119 -1.6500 -0.1757
C 3.4367 -1.7605 -0.0541
C 4.2746 -2.0336 -1.1294
C 5.6525 -2.0178 -0.9642
C 6.2066 -1.7155 0.2716
C 5.3770 -1.4199 1.3437
C 4.0011 -1.4377 1.1774
C 1.1971 -2.5622 -1.7353
C 0.3502 -1.9655 -2.6646
C -0.0223 -2.6446 -3.8204
C 0.4617 -3.9187 -4.0703
C 1.3198 -4.5193 -3.1551
C 1.6758 -3.8483 -1.9966
H -3.2921 -4.7400 4.4176
H -1.6403 -4.4102 4.9716
H -1.9963 -5.8162 3.9528
H -3.9428 -4.3770 2.0105
H -2.6642 -5.5235 1.5451
H -2.7199 -3.9107 0.8174
H -3.7437 -2.7451 4.6842
H -4.2781 -0.3573 4.9023
H -3.1524 1.2918 3.4766
H 1.6401 0.8192 2.2094
H 3.0537 1.5443 4.0923
H 2.1121 3.0018 5.8567
H -0.2455 3.7367 5.7167
H -1.6512 3.0297 3.8367
H -3.7512 0.7523 0.5412
H -5.6262 2.2422 -0.0150
H -5.4115 4.6884 0.3279
H -3.2922 5.6213 1.2099
H -1.4089 4.1373 1.7323
H 3.0367 -4.1282 0.9411
H 2.2513 -5.9340 2.4220
H -0.0258 -5.8884 3.3321
H 3.8492 -2.2311 -2.1042
H 6.2954 -2.2178 -1.8125
H 7.2824 -1.6883 0.3923
H 5.8003 -1.1539 2.3043
H 3.3560 -1.1874 2.0136
H -0.0232 -0.9607 -2.4997
H -0.6978 -2.1668 -4.5197
H 0.1733 -4.4462 -4.9719
H 1.7086 -5.5130 -3.3435
H 2.3330 -4.3359 -1.2890
Cl 3.0867 5.8181 -1.0502
Ge 2.4693 4.0635 0.1534
Cl 1.0697 5.0649 1.6462
Cl 4.2200 3.8209 1.4262
C 0.1912 1.9694 -5.8288
P 1.1343 2.1342 -4.2818
C 2.7101 1.3704 -4.6785
C 1.4209 3.9113 -4.1623
O 0.3409 1.4973 -3.1900
H 0.7393 2.3395 -6.6979
H -0.7324 2.5411 -5.7139
H -0.0706 0.9211 -5.9771
H 3.0307 1.7170 -5.6625
H 2.5508 0.2915 -4.6892
H 3.4691 1.6021 -3.9343
H 1.2471 4.3674 -5.1375
H 2.4293 4.1306 -3.8143
H 0.7238 4.3252 -3.4344
Cl -3.6454 -0.8082 -2.5802
C -3.3379 0.9070 -2.5996
C -4.2069 1.7385 -3.2765
C -3.9830 3.1099 -3.2979
C -2.8767 3.6332 -2.6383
C -2.0191 2.7869 -1.9736
Cl -0.6478 3.4687 -1.1533
C -2.2001 1.3812 -1.9101
N -1.3881 0.5329 -1.2447
H -5.0620 1.3083 -3.7810
H -4.6673 3.7658 -3.8195
H -2.6806 4.6977 -2.6368
```

ΔE to the lowest compared entry with this formula, charge and spin   0.00 kJ/mol
DFT total energy   -224684.947 eV
<S²>   6.044
Frontier orbital gap (spin up / spin down)   6.85 / 7.19 eV
Net charge   -1
Multiplicity   5

***

Q: Among the records above, which one has the highest ΔE to the lowest compared entry with this formula, charge and spin?
A: C48H44Cl2N10O4PW